This record from the Open Molecules 2025 dataset describes 2 unconnected molecules or ions with the total composition C4H12NO in a non-equilibrium geometry. The level of theory is ωB97M-V/def2-TZVPD.

Last column: natural (NBO) charge in e.
Cartesian coordinates (Å):
C 1.6534 -1.2217 -0.3111  -0.461
C 1.0051 0.7938 0.9428  -0.392
C -0.1184 0.2635 -1.1431  -0.314
C -2.1844 0.7214 -0.1646  0.072
N 0.5253 -0.3212 0.0628  -0.391
O -2.2536 -0.2886 0.7295  -0.727
H 2.2641 -0.9808 -1.2644  0.256
H 2.4567 -1.0399 0.5016  0.234
H 1.3652 -2.2753 -0.5122  0.254
H 0.1143 1.3509 1.1609  0.229
H 1.2613 0.2275 1.8184  0.219
H 1.8647 1.2415 0.4696  0.237
H 0.2858 1.2024 -1.3656  0.210
H -0.3266 -0.4782 -1.8817  0.219
H -1.6859 1.6002 0.1880  0.173
H -3.0556 0.7644 -0.8442  0.208
H 0.0112 -0.8998 0.7414  0.448
H -3.1826 -0.6601 0.8720  0.525

Forces on atoms 1 to 6 (eV/Å):
3.522 -0.057 -0.454
-0.299 -1.701 -0.001
-4.300 -1.300 2.465
1.811 -1.192 -1.449
1.142 0.117 -1.071
-1.402 -0.671 1.016

Values from the calculation:
Frontier orbital gap = 0.3516 hartree
Total energy = -7869.86540 eV
Net charge = +1
LUMO energy = -3.4 eV
ΔE to the lowest compared entry with this formula, charge and spin = 4.426 eV

=====

This record from the Open Molecules 2025 dataset describes 2 unconnected molecules or ions with the total composition C7H9BrFN2O. The level of theory is ωB97M-V/def2-TZVPD.

Last column: natural (NBO) charge in e.
Cartesian coordinates (Å):
C -0.7196 1.4232 -1.5736  -0.619
C -1.6286 0.3746 -0.9020  -0.438
C -1.3806 0.2509 0.5995  -0.241
Br -2.9049 -0.6340 1.4403  0.022
C -0.0439 -0.4420 1.0084  0.270
F -0.1994 -1.1626 2.1631  -0.321
C 0.9552 0.6155 1.2635  0.175
N 1.7932 1.3671 1.4637  -0.184
C 0.5738 -1.3996 -0.0291  -0.544
C -0.2188 -2.6255 -0.1961  0.289
N -0.8444 -3.5694 -0.3582  -0.316
H -1.2276 1.8520 -2.4418  0.218
H -0.4818 2.2426 -0.8900  0.220
H 0.2208 0.9994 -1.9349  0.214
H -2.6730 0.6671 -1.0331  0.229
H -1.5275 -0.6000 -1.3888  0.217
H -1.3720 1.2485 1.0406  0.235
H 0.6771 -0.9041 -0.9944  0.265
H 1.5838 -1.6586 0.3064  0.299
O 5.1858 0.9125 1.2187  -1.371
H 4.2324 1.0422 1.2378  0.383

Forces on atoms 1 to 6 (eV/Å):
-0.098 -0.104 -0.081
0.105 0.204 -0.123
-0.089 -0.052 0.024
0.025 -0.055 -0.100
0.202 0.108 -0.468
0.012 0.004 0.358

Values from the calculation:
Frontier orbital gap = 0.1534 hartree
Total energy = -85190.79649 eV
Net charge = -1
LUMO energy = 2.2 eV

=====

This record from the Open Molecules 2025 dataset describes a single C25H27N5O3 molecule. The level of theory is ωB97M-V/def2-TZVPD.

Last column: natural (NBO) charge in e.
Cartesian coordinates (Å):
O -1.6399 -2.9447 1.2602  -0.634
C -1.3244 -2.2254 2.1858  0.693
C -2.1986 -1.0782 2.6819  -0.502
C -1.5154 0.2884 2.4112  -0.155
C -0.9230 0.8003 3.7200  0.687
O -0.0972 0.1399 4.3376  -0.676
N -1.3556 1.9767 4.1952  -0.600
C -2.3556 2.8196 3.5808  -0.235
C -3.2258 1.9465 2.6693  -0.216
N -2.4341 1.1858 1.7354  -0.450
C -1.8321 1.9565 0.6630  -0.229
C -1.3630 1.0647 -0.4604  -0.019
C -1.9778 -0.1542 -0.7154  -0.232
C -1.5041 -0.9763 -1.7206  -0.172
C -0.4380 -0.5846 -2.5091  -0.303
C 0.1463 0.6575 -2.2938  0.366
O 1.2397 1.1051 -2.9940  -0.529
C 1.4287 0.7350 -4.2997  0.371
C 0.3837 0.5867 -5.2055  -0.302
C 0.6601 0.2755 -6.5240  -0.191
C 1.9677 0.1181 -6.9511  -0.234
C 3.0075 0.2822 -6.0513  -0.191
C 2.7439 0.5884 -4.7299  -0.283
C -0.3071 1.4702 -1.2611  -0.280
N -0.1786 -2.3463 2.8794  -0.649
C 0.8489 -3.2948 2.5262  -0.211
C 2.2390 -2.6475 2.5325  -0.441
C 2.3305 -1.5338 1.5351  0.172
C 2.0673 -0.2077 1.8799  -0.019
N 2.1815 0.7801 1.0068  -0.396
C 2.5510 0.4584 -0.2247  -0.018
C 2.7715 -0.8631 -0.5865  -0.002
N 2.6686 -1.8487 0.2893  -0.392
H -3.1453 -1.1090 2.1445  0.245
H -2.3928 -1.2112 3.7477  0.225
H -0.6681 0.1154 1.7373  0.263
H -0.9194 2.2950 5.0501  0.409
H -1.8760 3.6158 2.9974  0.190
H -2.9610 3.2852 4.3629  0.207
H -3.7861 1.2362 3.2848  0.201
H -3.9367 2.5673 2.1214  0.213
H -0.9820 2.5722 1.0014  0.178
H -2.6034 2.6327 0.2769  0.212
H -2.8111 -0.4671 -0.1103  0.230
H -1.9602 -1.9407 -1.8787  0.226
H -0.0535 -1.2374 -3.2787  0.228
H -0.6359 0.7229 -4.8755  0.230
H -0.1552 0.1607 -7.2229  0.216
H 2.1753 -0.1264 -7.9817  0.214
H 4.0303 0.1672 -6.3781  0.216
H 3.5433 0.7220 -4.0172  0.221
H 0.1856 2.4153 -1.0894  0.222
H 0.0253 -1.6625 3.6035  0.430
H 0.8443 -4.1314 3.2361  0.191
H 0.6069 -3.6789 1.5315  0.236
H 2.9736 -3.4113 2.2763  0.236
H 2.4483 -2.2605 3.5317  0.210
H 1.7726 0.0691 2.8832  0.215
H 2.6693 1.2736 -0.9227  0.206
H 3.0458 -1.1443 -1.5941  0.198

Forces on atoms 1 to 6 (eV/Å):
-0.191 -0.197 -0.364
-0.318 0.247 0.440
0.089 -0.133 -0.110
-0.129 -0.261 -0.019
0.024 0.107 -0.160
0.218 -0.241 0.174

Values from the calculation:
Frontier orbital gap = 0.3286 hartree
Total energy = -39957.31515 eV
Net charge = 0
LUMO energy = 0.6 eV
ΔE to the lowest compared entry with this formula, charge and spin = 1.190 eV
SMILES string = O=C(C[C@@H]1C(=O)NCCN1Cc1cccc(Oc2ccccc2)c1)NCCc1cnccn1